ORCA calculation (the ωB97M-V functional and the def2-TZVPD basis) on 3 unconnected molecules or ions with the total composition C19H47N10O8P2S at a distorted geometry.

- E_tot: -81154.61215 eV
- Net charge: +1
- Energy relative to the best compared isomer or geometry (same formula, charge and spin): 93.3 kJ/mol
- LUMO energy: -2.186 eV
- E_HOMO: -9.90 eV

```
87
Properties=species:S:1:pos:R:3:forces:R:3:mulliken_charge:R:1
S 5.218 -2.257 3.012 1.617 -0.294 -0.039 1.22
P 1.273 3.961 0.319 -0.446 0.293 1.180 0.12
P -2.748 0.565 -1.902 -1.768 0.918 1.513 -0.08
O -5.754 -0.301 -2.847 -0.256 -0.114 0.020 -0.57
O 2.813 3.856 -0.230 -0.167 -0.238 -0.423 -0.59
O -4.616 -2.539 4.655 0.010 0.004 -0.003 -0.62
O 0.566 4.922 -0.787 0.264 -0.280 -0.187 -0.52
O 6.382 -1.472 3.246 0.194 0.595 -0.010 -0.65
O 3.934 -1.365 3.310 -0.089 0.054 -0.461 -0.36
O 5.117 -3.490 3.714 -0.716 -0.389 0.220 -0.63
O -1.550 2.011 0.659 -0.204 -0.223 0.414 -0.43
N 1.519 0.566 3.720 0.261 -0.421 -0.880 -0.63
N 1.548 1.123 0.001 0.498 -0.006 -0.217 0.89
N 2.645 2.293 2.616 -0.413 0.420 -1.101 -0.41
N -3.454 -0.652 4.180 -0.027 -0.161 0.070 -0.20
N -1.901 -0.245 1.599 0.681 3.665 -1.230 -0.69
N -7.610 0.507 -1.830 0.062 0.056 -0.017 -0.39
N -4.528 -0.898 6.218 0.012 -0.040 -0.012 -0.38
N 3.091 -1.896 -3.954 -0.093 0.157 0.961 -0.39
N 0.230 2.337 2.767 0.340 0.366 -0.673 -0.11
N -7.606 -1.607 -2.750 0.089 -0.010 -0.028 -0.43
C 0.730 2.305 -0.402 -0.116 0.825 0.157 -0.16
C 2.272 0.408 -2.327 -0.182 1.215 -0.376 -0.52
C -0.957 0.985 -1.581 0.067 -0.946 -0.958 -0.43
C -2.993 -1.240 -1.721 1.005 -0.142 -0.344 -1.12
C 3.461 -1.456 -0.313 -0.111 -0.789 -0.005 -1.37
C -0.776 2.092 -0.533 0.589 -0.214 -1.395 -0.89
C -4.227 -1.439 4.995 0.003 0.085 0.037 0.57
C 1.652 0.090 -3.692 0.463 -0.400 0.038 -0.90
C -0.052 -0.228 -1.359 0.050 0.805 1.437 -3.06
C -3.203 1.184 -3.571 1.217 -0.830 0.004 -1.09
C -1.733 0.851 1.162 -0.710 -3.513 1.051 0.74
C 1.416 0.566 1.385 0.758 -0.192 0.253 -1.11
C 1.742 -1.377 -4.104 0.051 0.031 -0.843 -0.93
C -6.919 -0.458 -2.498 -0.064 -0.001 0.024 0.63
C 1.962 -1.327 -0.626 0.851 0.166 0.288 -2.96
C 1.452 0.051 -1.082 -0.857 -2.081 -0.875 2.22
C 3.684 -2.571 0.707 -0.077 0.590 0.662 -1.07
C 1.419 1.519 2.575 -0.179 -0.611 2.543 -0.09
C 5.127 -2.578 1.268 -1.500 -0.199 -0.586 -1.01
H 3.406 -3.530 0.290 0.107 -0.222 -0.195 0.52
H -0.358 1.913 3.463 -0.154 -0.140 0.051 0.30
H 0.771 -0.118 3.703 -0.148 0.048 0.277 0.28
H -3.079 -1.471 -0.665 -0.010 0.125 0.224 0.30
H 0.442 3.275 3.074 0.016 0.131 -0.154 0.30
H 2.331 0.014 1.571 0.217 -0.164 -0.304 -0.10
H 1.448 -1.415 -5.155 -0.334 -0.015 -0.091 0.46
H 1.107 4.999 -1.586 -0.151 0.087 -0.201 0.33
H 1.389 -1.749 0.193 -0.223 0.190 0.243 0.87
H -5.091 -1.450 6.835 -0.015 -0.021 0.001 0.22
H 2.518 1.445 -0.072 0.011 0.252 0.232 0.91
H -8.561 0.403 -1.533 -0.013 -0.030 -0.004 0.16
H -0.384 -0.731 -0.452 -0.306 -0.134 0.066 0.66
H 2.524 1.471 -2.353 -0.111 0.208 0.167 0.41
H 3.384 4.310 0.395 0.338 -0.010 0.051 0.35
H 3.130 -2.898 -4.014 0.117 -0.113 -0.261 0.22
H 0.646 -0.187 1.456 -0.633 0.299 -0.219 0.38
H 3.747 -1.459 -4.581 0.063 -0.146 -0.236 0.20
H 3.384 1.723 3.002 0.119 0.002 0.101 0.21
H 3.802 -1.366 4.267 -0.204 0.056 0.199 0.32
H -1.120 2.990 -1.029 -0.273 0.362 0.281 0.90
H 2.259 0.621 -4.423 0.057 0.242 -0.108 0.57
H -0.620 1.458 -2.504 0.016 0.217 -0.124 0.71
H 2.995 -2.403 1.532 -0.099 -0.146 0.084 0.51
H 3.931 -0.538 0.037 -0.054 0.246 0.101 0.55
H -3.124 0.257 4.437 -0.066 0.037 0.027 0.13
H 3.239 -0.081 -2.334 0.107 -0.224 0.328 0.50
H -0.163 -0.981 -2.119 0.118 0.029 -0.488 0.60
H 0.985 2.491 -1.445 0.246 -0.206 -0.149 0.69
H -2.176 -1.845 -2.114 -0.006 -0.181 -0.185 0.35
H 5.517 -3.580 1.167 0.451 -0.145 0.182 0.44
H -8.557 -1.757 -2.473 -0.012 0.021 0.019 0.16
H 2.517 3.139 3.147 0.178 0.055 0.185 0.35
H 5.736 -1.882 0.708 0.342 0.211 0.252 0.49
H 1.035 -2.014 -3.581 0.019 -0.111 0.273 0.41
H -3.217 -1.017 3.276 0.032 0.053 -0.026 0.17
H -4.190 0.816 -3.788 -0.417 -0.083 0.104 0.40
H -7.127 1.361 -1.629 0.017 0.004 0.017 0.22
H 3.988 -1.778 -1.206 0.146 0.377 -0.330 0.81
H -4.220 0.006 6.518 0.000 0.024 -0.019 0.16
H -3.222 2.263 -3.508 0.063 0.231 -0.119 0.38
H 1.756 -1.993 -1.455 -0.082 -0.060 -0.287 1.34
H 0.638 0.446 -3.832 -0.179 0.081 0.122 0.00
H -7.122 -2.334 -3.241 -0.002 -0.013 -0.020 0.22
H -3.913 -1.540 -2.197 -0.274 0.198 -0.232 0.46
H -2.533 0.832 -4.356 0.076 0.211 -0.211 0.35
H 1.525 1.088 4.582 -0.199 0.015 0.166 0.25
```
Forces are in eV/Å.

=====

ORCA calculation (the ωB97M-V functional and the def2-TZVPD basis) on a single C4H6N2O2 molecule at a distorted geometry.

- E_tot: -11314.33517 eV
- Net charge: 0
- Energy relative to the best compared isomer or geometry (same formula, charge and spin): 647.1 kJ/mol
- LUMO energy: -0.541 eV
- E_HOMO: -8.79 eV

```
14
Properties=species:S:1:pos:R:3:forces:R:3:nbo_charge:R:1
O -2.609 -0.291 -1.226 6.719 -3.786 2.612 -0.53
O 1.371 -1.317 1.351 -1.227 -2.064 2.911 -0.58
N 0.351 -1.595 0.397 -0.989 -1.139 0.810 -0.12
N 1.404 2.604 0.325 -0.563 0.457 1.699 -0.85
C -0.101 0.829 -0.443 1.361 -1.179 -0.672 -0.37
C 0.970 1.174 0.280 -0.793 6.740 -1.129 0.08
C -0.207 -0.690 -0.336 -1.695 3.702 0.490 0.08
C -1.553 -1.057 -0.858 -5.165 1.923 -3.217 0.39
H 1.882 3.098 1.173 -0.786 -2.377 -1.784 0.39
H 1.177 -1.995 2.326 0.495 2.738 -5.031 0.51
H -1.627 -2.111 -1.076 -0.482 -0.637 0.209 0.14
H 1.544 0.468 0.733 1.661 -1.191 1.444 0.22
H -0.647 1.512 -1.222 0.781 -1.769 1.988 0.27
H 0.629 3.291 0.165 0.682 -1.416 -0.329 0.37
```
Forces are in eV/Å.

=====

ORCA calculation (the ωB97M-V functional and the def2-TZVPD basis) on 18 unconnected molecules or ions with the total composition H36O18 at a distorted geometry.

- E_tot: -37436.46747 eV
- Net charge: 0
- Energy relative to the best compared isomer or geometry (same formula, charge and spin): 583.1 kJ/mol
- LUMO energy: -0.426 eV
- E_HOMO: -10.48 eV

```
54
Properties=species:S:1:pos:R:3:forces:R:3:nbo_charge:R:1
O 4.350 2.379 3.243 -0.125 -0.838 -0.034 -0.94
O -4.740 0.354 1.452 0.231 -1.082 0.381 -0.98
O -3.067 -2.052 -2.343 -0.535 -1.840 1.259 -1.00
O 0.329 2.505 -2.937 -4.082 0.391 0.205 -1.00
O 2.497 0.231 -2.343 0.842 0.888 1.007 -0.95
O -1.311 0.649 3.601 -0.509 -0.675 -0.495 -0.98
O 3.987 -1.893 0.499 -0.368 0.625 -0.887 -0.94
O 0.738 -1.110 -0.264 -0.177 1.759 -2.823 -0.95
O 0.677 1.420 0.097 -2.018 -1.331 -0.909 -0.97
O 0.266 0.824 -4.733 0.128 1.911 -2.407 -0.94
O -4.461 -0.307 -1.107 0.455 1.138 0.239 -0.97
O -2.306 -3.955 -0.047 0.219 0.631 -0.382 -0.97
O -2.831 3.396 -2.533 -1.359 -1.261 0.293 -0.98
O 2.356 -1.830 4.199 -1.987 0.704 -0.600 -0.94
O -1.189 -1.908 1.694 -1.183 -0.783 -0.211 -0.99
O 1.036 0.545 4.514 1.690 -0.582 0.055 -0.94
O 0.056 -4.064 -2.205 1.086 -1.388 -0.224 -0.93
O 3.005 4.484 0.394 -0.229 -0.474 -0.884 -0.95
H -3.665 -0.500 -1.647 -1.085 -0.471 0.530 0.50
H -5.048 -1.054 -1.180 0.020 -0.439 -0.445 0.47
H 3.594 -1.417 -0.260 0.058 0.138 0.745 0.47
H -2.042 3.777 -2.887 0.461 1.213 0.421 0.48
H 1.785 -0.383 -2.355 -0.618 -0.917 -0.490 0.47
H 0.599 -0.737 -1.196 -0.383 -2.229 1.128 0.42
H 0.783 -0.146 -0.027 0.008 -0.631 2.102 0.48
H 0.642 -4.836 -2.386 -0.408 0.446 1.015 0.47
H -1.492 1.472 4.067 -0.681 -0.179 -0.340 0.48
H -2.102 0.303 3.138 0.264 0.878 0.449 0.50
H 4.421 1.497 2.856 0.295 0.188 -0.807 0.47
H -2.770 -2.727 -1.630 0.104 1.470 -1.588 0.53
H 2.559 0.605 -3.215 -0.068 0.054 -0.706 0.48
H 4.045 2.051 4.089 -0.234 0.597 0.832 0.47
H 0.979 1.900 0.849 1.321 0.928 -0.047 0.53
H 4.115 -2.741 0.081 0.244 -0.697 0.222 0.46
H 1.467 -1.373 4.117 1.494 -0.615 0.842 0.47
H 0.867 1.609 -4.734 0.226 -1.115 1.230 0.47
H -4.425 -0.275 0.741 -0.513 1.041 0.776 0.50
H -3.250 3.815 -1.755 1.092 0.071 -0.795 0.50
H -0.784 -1.437 2.410 0.573 0.423 0.202 0.49
H -1.577 -4.454 -0.450 -0.149 0.421 0.192 0.49
H -2.399 -1.584 -2.823 1.141 -0.337 -0.048 0.48
H 1.073 1.351 -0.779 1.049 1.312 0.903 0.50
H 2.548 -1.756 3.262 0.857 -0.387 -0.409 0.47
H 3.377 4.842 1.194 0.428 -0.007 0.399 0.48
H -5.029 -0.175 2.224 0.300 0.305 -0.820 0.46
H -0.269 1.344 -5.390 -0.551 -1.645 0.445 0.47
H -0.705 2.204 -2.694 4.739 0.787 -0.193 0.53
H -0.714 -1.759 0.875 0.853 0.668 -0.012 0.50
H 0.842 1.450 4.349 -0.365 0.981 -0.251 0.47
H -1.911 -3.171 0.395 -0.253 -0.974 0.057 0.50
H 1.041 2.265 -2.346 -0.607 -0.221 0.643 0.47
H 0.377 0.224 5.109 -0.760 -0.127 0.496 0.48
H 3.699 3.979 -0.060 -0.223 0.376 0.515 0.47
H -0.027 -3.830 -3.121 -0.708 0.903 -0.772 0.47
```
Forces are in eV/Å.

=====

ORCA calculation (the ωB97M-V functional and the def2-TZVPD basis) on a molecular structure, CCoF3NO2S2 at a distorted geometry.

- E_tot: -74068.00233 eV
- Net charge: 0
- LUMO energy (alpha / beta): -2.023 / -2.090 eV
- ⟨S²⟩: 3.79
- E_HOMO (alpha / beta): -9.11 / -8.89 eV
- 2S+1: 4

```
10
Properties=species:S:1:pos:R:3:forces:R:3:nbo_charge:R:1
Co 2.698 -0.914 -0.710 0.079 0.051 0.094 1.01
S 0.135 -0.540 0.384 -2.042 -2.584 1.188 2.16
S 2.294 1.426 0.524 -0.725 -1.472 -0.874 0.03
F -1.352 1.617 0.230 -0.057 0.085 0.080 -0.30
F -1.375 0.400 -1.555 -0.052 0.040 -0.225 -0.31
F -2.466 -0.249 0.192 -0.040 0.066 0.065 -0.30
O -0.016 -0.510 1.839 0.700 0.163 -2.222 -0.88
O 0.168 -1.850 -0.324 -0.033 1.641 1.181 -0.95
N 1.288 0.247 -0.349 1.730 2.480 0.650 -1.19
C -1.374 0.373 -0.231 0.439 -0.469 0.063 0.74
```
Forces are in eV/Å.

=====

> Which of these has the lowest E_tot?

C19H47N10O8P2S